{
  "formula": "C2HCoO3",
  "method": "ωB97M-V/def2-TZVPD",
  "multiplicity": 5,
  "charge": 2,
  "homo_ha": [-0.83859, -0.85172],
  "homo_lumo_gap_ha": [0.35281, 0.30178],
  "symbols": ["C", "O", "O", "O", "H", "C", "Co"],
  "coordinates": [[0.195, 0.502, 1.139], [0.573, -1.018, -2.323], [0.541, -0.699, 0.821], [-0.861, 1.163, 1.226], [0.921, 0.954, 0.033], [0.278, -0.441, -1.384], [-1.646, -0.461, 0.488]],
  "mulliken_spin": [0.106, -0.001, 0.444, 0.242, 0.293, 0.077, 2.840]
}


{
  "formula": "C37H96N8O14",
  "method": "ωB97M-V/def2-TZVPD",
  "multiplicity": 1,
  "smiles": "COCCNCCOC.COCCNCCOC.COCCNCCOC.COCCNCCOC.COCCNCCOC.COCCNCCOC.NC(N)=O.O",
  "homo_ha": -0.31233,
  "homo_lumo_gap_ha": 0.31176,
  "symbols": ["H", "C", "H", "H", "C", "O", "C", "H", "N", "H", "H", "H", "C", "H", "H", "H", "H", "H", "C", "O", "H", "H", "H", "H", "H", "O", "H", "C", "H", "O", "C", "H", "H", "H", "H", "C", "O", "H", "O", "C", "C", "H", "H", "H", "C", "H", "C", "C", "H", "H", "H", "O", "H", "C", "H", "H", "H", "C", "H", "H", "C", "H", "N", "H", "H", "O", "O", "H", "H", "O", "C", "N", "H", "H", "H", "H", "H", "C", "H", "H", "C", "C", "C", "H", "H", "N", "H", "H", "O", "C", "H", "C", "H", "O", "H", "C", "H", "H", "H", "H", "H", "H", "H", "H", "H", "H", "C", "H", "C", "H", "H", "H", "O", "H", "C", "H", "H", "H", "H", "H", "H", "C", "H", "H", "C", "C", "H", "H", "H", "H", "H", "N", "H", "H", "H", "H", "C", "H", "O", "C", "C", "H", "H", "H", "C", "N", "H", "H", "N", "H", "C", "C", "H", "N", "C"],
  "coordinates": [[2.723, 1.685, 8.517], [4.850, -6.011, -6.395], [7.110, 3.151, 2.059], [3.789, -6.207, -6.550], [0.102, 8.277, -2.491], [1.528, -3.500, 6.260], [8.428, 1.700, -3.735], [5.969, -6.299, -4.613], [-4.559, 1.892, -5.964], [1.503, 6.969, -1.479], [7.639, -3.872, -1.400], [-2.183, 7.556, 4.306], [-3.214, 3.014, -9.353], [-11.454, -4.775, 4.455], [-15.126, -5.225, 9.616], [-1.294, 10.352, -3.274], [-5.448, 0.204, -5.002], [0.525, 8.641, 2.502], [0.855, -1.882, 7.877], [-2.577, -0.692, -6.197], [-2.479, 4.229, -7.159], [-0.960, 6.539, 0.623], [-11.573, -7.008, 6.643], [7.224, 3.974, -3.171], [6.376, 1.402, 9.068], [-4.000, 3.787, -8.426], [-8.112, -1.868, 5.100], [4.736, -4.884, -2.694], [-0.067, -1.486, 8.303], [-1.512, 8.244, 2.511], [1.367, -4.298, 5.049], [5.710, 3.030, 1.118], [8.197, 1.698, -1.520], [-10.567, -2.858, 5.677], [-0.191, 8.670, -0.159], [-12.370, -6.265, 6.631], [0.015, -0.563, -2.596], [-15.645, -6.882, 8.915], [7.002, -6.814, -6.659], [2.998, 0.955, 9.278], [5.374, 1.452, 9.494], [0.982, 0.178, 0.931], [3.270, -4.993, -4.299], [9.382, -0.194, -3.341], [6.901, 4.017, -1.168], [-1.097, 9.037, 4.334], [6.625, 3.616, 1.201], [-4.024, -0.595, -6.267], [-3.368, 1.944, -9.212], [6.609, -5.041, -0.622], [5.056, 2.494, 9.529], [6.192, -4.733, -2.592], [1.181, -0.121, 9.621], [4.358, -4.937, -4.249], [-2.148, 3.098, -9.143], [1.721, -3.661, 4.237], [-0.435, -3.060, 6.654], [-1.742, 9.407, -3.582], [0.465, -1.819, 5.686], [6.041, -3.448, -0.829], [-3.480, 3.800, -7.104], [7.311, -1.205, -5.796], [0.464, 7.905, -0.081], [8.091, -6.759, -8.463], [-5.229, 1.858, -6.719], [7.521, 3.510, 0.069], [8.998, -0.105, -5.376], [-2.668, 1.767, -6.943], [5.582, -6.718, -8.290], [0.191, 1.886, 3.414], [7.758, 3.531, -2.330], [5.021, -6.081, -4.884], [7.981, -8.338, -7.739], [0.828, -0.158, -2.898], [1.126, -2.736, 8.497], [-2.811, 2.688, -5.429], [-12.498, -4.331, 6.336], [8.633, 0.196, -4.030], [5.427, -8.023, -7.188], [8.238, -0.717, -7.151], [-3.285, 2.472, -6.386], [7.869, -0.355, -6.191], [0.462, 7.288, -1.430], [4.921, -5.013, -6.828], [-9.354, -1.474, 3.954], [-0.973, 1.045, 1.713], [-0.902, -1.744, -6.709], [-13.715, -7.501, 7.877], [4.450, 0.498, 9.134], [6.609, -4.223, -1.343], [-3.336, 3.275, -10.405], [-8.621, -2.239, 4.211], [4.584, -3.999, -4.757], [-14.511, -5.757, 7.663], [7.246, 0.539, -6.219], [-4.482, 0.577, -5.341], [-0.004, 6.968, 3.033], [0.755, 6.237, 1.100], [4.351, -3.916, -2.375], [4.392, -5.718, -2.082], [5.536, 1.258, 10.555], [-3.885, 0.485, -4.433], [-9.113, -3.817, 6.282], [-2.741, 9.154, 3.675], [-4.378, -0.406, -7.280], [-0.787, 0.794, 0.753], [-10.927, -4.863, 5.405], [-0.354, -0.974, -3.378], [0.100, 1.248, 2.412], [-4.118, 4.434, -6.488], [2.805, 1.355, 10.274], [-10.233, -5.704, 5.382], [-1.298, 8.460, -2.581], [-16.264, -5.326, 8.357], [-0.012, 6.989, 0.918], [1.957, 0.739, 2.274], [8.727, 4.018, -2.443], [2.537, -1.279, 9.594], [-2.264, -2.765, -6.327], [0.518, 7.920, -3.433], [8.976, -7.095, -7.029], [-9.917, -3.724, 5.552], [5.958, 3.481, -1.277], [-12.950, -6.464, 5.729], [-1.986, -1.822, -6.796], [-0.134, 7.790, 2.329], [1.876, -5.250, 5.202], [7.731, -0.293, -3.662], [-4.486, -1.517, -5.913], [-1.339, 9.169, -4.566], [0.321, -4.551, 4.876], [-11.772, -4.974, 6.618], [-12.706, -6.194, 8.713], [-1.913, 1.313, 1.970], [-7.798, -2.307, 3.500], [0.664, 9.189, -2.290], [5.690, -6.966, -7.234], [7.872, 2.163, -4.551], [-9.271, -3.522, 4.274], [0.498, -2.510, 6.528], [-15.385, -5.836, 8.751], [-2.296, -1.876, -7.840], [-2.824, 9.375, -3.710], [9.407, 2.174, -3.811], [-1.890, 8.489, 3.825], [1.081, 0.729, 1.771], [6.499, 4.648, 1.531], [6.708, 5.090, -1.149], [7.913, 2.092, -2.405], [-0.157, 6.394, -1.496], [2.141, -0.360, 9.161], [-13.291, -6.498, 7.845], [1.498, -0.113, 7.172], [1.866, -0.817, 7.797], [8.012, -7.274, -7.505]],
  "lowdin_charge": [0.115, -0.192, 0.078, 0.107, -0.257, -0.225, -0.197, 0.094, -0.061, 0.117, 0.085, 0.087, -0.099, 0.128, 0.088, 0.085, 0.107, 0.117, -0.225, -0.223, 0.114, 0.115, 0.119, 0.113, 0.083, -0.182, 0.078, -0.153, 0.107, -0.235, -0.085, 0.081, 0.114, 0.114, 0.101, -0.248, -0.054, 0.087, -0.190, -0.104, -0.181, 0.113, 0.105, 0.119, -0.186, 0.084, -0.108, -0.188, 0.073, 0.080, 0.080, -0.208, 0.100, -0.202, 0.081, 0.080, 0.114, -0.078, 0.118, 0.080, -0.221, 0.080, -0.085, 0.083, 0.107, -0.207, -0.181, 0.101, 0.117, 0.059, -0.249, -0.048, 0.085, 0.030, 0.122, 0.125, 0.108, -0.222, 0.119, 0.089, -0.215, -0.109, -0.213, 0.104, 0.083, 0.160, 0.084, 0.117, -0.195, -0.138, 0.087, -0.116, 0.101, -0.214, 0.084, -0.199, 0.103, 0.110, 0.103, 0.119, 0.077, 0.118, 0.128, 0.088, 0.116, 0.104, -0.207, 0.023, -0.842, 0.127, 0.108, 0.115, -0.191, 0.086, -0.190, 0.125, 0.114, 0.121, 0.081, 0.118, 0.088, -0.210, 0.113, 0.120, -0.124, -0.140, 0.083, 0.111, 0.112, 0.077, 0.073, -0.052, 0.122, 0.122, 0.082, 0.124, -0.200, 0.111, -0.208, -0.198, -0.131, 0.084, 0.087, 0.109, -0.139, 0.157, 0.083, 0.120, -0.059, 0.116, -0.207, -0.190, 0.106, -0.067, -0.138]
}


{
  "formula": "C19H19GaN5O7SSe",
  "method": "ωB97M-V/def2-TZVPD",
  "multiplicity": 1,
  "charge": 1,
  "homo_ha": -0.40312,
  "homo_lumo_gap_ha": 0.27786,
  "symbols": ["H", "C", "C", "H", "C", "C", "H", "C", "H", "N", "O", "H", "C", "H", "Se", "H", "C", "Ga", "C", "O", "H", "C", "H", "H", "H", "H", "N", "C", "H", "C", "H", "H", "O", "C", "O", "N", "H", "S", "C", "C", "O", "H", "H", "N", "O", "C", "C", "C", "C", "C", "N", "O", "H"],
  "coordinates": [[0.415, -3.381, -0.936], [-0.296, 3.793, 3.404], [-1.427, 2.214, 1.974], [5.858, 1.113, -0.461], [2.721, 0.130, -1.048], [2.749, 2.477, -0.505], [4.707, 3.246, -0.099], [-1.219, -3.746, 0.265], [1.684, 3.216, 4.057], [-2.570, 0.363, -2.769], [1.907, -0.121, 2.088], [-2.252, 4.092, 2.551], [4.130, 2.373, -0.371], [-0.589, -2.476, -2.636], [-4.344, 2.090, -4.302], [-2.118, -2.203, 1.432], [4.086, 0.009, -0.929], [-1.712, 0.320, -1.136], [0.755, 1.749, 2.808], [-2.541, 0.699, 0.459], [4.596, -0.932, -1.087], [-1.251, -3.226, -2.205], [-0.284, 4.741, 3.925], [-0.550, -4.112, 1.041], [-0.619, -1.737, 0.644], [2.227, 3.410, -0.343], [1.930, 0.853, 2.827], [-1.550, -2.287, 0.508], [-3.268, -3.402, -1.455], [2.055, 1.333, -0.845], [-1.430, -3.987, -2.959], [-2.099, -4.383, 0.232], [-3.515, 2.651, 0.948], [-0.345, 1.356, 2.075], [1.616, -1.475, -2.870], [-2.327, -1.686, -0.618], [-3.228, -1.389, -0.251], [1.550, -1.113, -1.487], [4.784, 1.163, -0.578], [0.805, 2.952, 3.488], [1.542, -2.219, -0.546], [-2.992, -2.067, -2.570], [-0.337, 0.402, 1.580], [0.250, -0.150, -1.199], [-0.332, 1.954, -0.927], [-1.400, 3.432, 2.644], [-2.603, 1.890, 1.093], [-3.285, 1.095, -3.387], [-2.559, -2.623, -1.739], [0.605, 1.140, -0.993], [-0.502, -3.868, -1.048], [2.878, 1.176, 3.503], [-0.307, -4.846, -1.249]],
  "lowdin_charge": [0.094, -0.027, -0.110, 0.122, -0.209, 0.032, 0.121, -0.084, 0.126, 0.033, 0.057, 0.132, -0.022, 0.107, 0.742, 0.147, 0.000, 0.422, -0.128, -0.051, 0.134, -0.062, 0.118, 0.149, 0.094, 0.138, -0.334, -0.131, 0.134, -0.128, 0.144, 0.137, 0.151, 0.040, -0.246, -0.057, 0.133, 0.713, -0.021, 0.019, -0.292, 0.120, 0.102, -0.044, 0.100, 0.025, -0.498, -0.900, -0.152, -0.448, 0.072, 0.105, 0.184]
}


{
  "formula": "C2H4N2",
  "method": "ωB97M-V/def2-TZVPD",
  "multiplicity": 3,
  "homo_ha": [-0.18653, -0.41369],
  "homo_lumo_gap_ha": [0.22735, 0.34265],
  "symbols": ["H", "N", "H", "H", "N", "C", "H", "C"],
  "coordinates": [[3.556, 0.094, 1.071], [-1.766, -0.267, 0.552], [-2.682, -0.080, -1.109], [-0.893, -0.321, 1.095], [2.765, 0.265, 0.575], [-1.728, -0.076, -0.653], [-1.066, 0.171, -1.401], [1.815, 0.214, -0.131]],
  "mulliken_spin": [0.000, 1.056, 0.149, 0.053, 0.001, 0.657, 0.083, 0.001]
}


{
  "formula": "C19H25N7OS",
  "method": "ωB97M-V/def2-TZVPD",
  "multiplicity": 1,
  "homo_ha": -0.27368,
  "homo_lumo_gap_ha": 0.28021,
  "symbols": ["C", "C", "H", "C", "C", "H", "H", "S", "N", "N", "C", "H", "C", "C", "C", "H", "H", "N", "H", "C", "C", "H", "H", "C", "H", "H", "H", "N", "H", "H", "H", "H", "N", "C", "H", "H", "C", "H", "C", "N", "C", "H", "C", "N", "H", "C", "H", "H", "C", "O", "C", "H", "H"],
  "coordinates": [[-1.852, 1.495, -0.254], [-1.677, -0.757, -4.100], [-3.987, -3.171, 1.283], [3.402, -2.788, -1.865], [4.131, -3.856, -1.036], [0.862, 0.787, -2.785], [-2.564, -2.233, -2.328], [-1.055, 1.828, 2.419], [1.364, 1.844, 1.580], [2.418, 1.312, 0.922], [0.457, 1.148, 1.711], [-1.076, 0.233, -4.548], [-1.148, 3.465, 1.992], [-0.838, -0.931, -3.133], [-3.563, -2.156, 1.312], [-2.645, -0.356, -4.109], [-1.684, -1.591, -5.051], [0.437, -2.065, 0.220], [-1.132, -2.573, -1.574], [-1.985, 0.433, -1.276], [1.888, 0.111, 0.491], [-3.997, -1.754, 2.089], [1.194, 2.758, -1.265], [0.407, 2.119, -1.237], [-3.560, -1.931, 0.424], [-2.608, 1.801, 0.474], [-2.714, -0.165, -1.061], [1.997, -2.934, -1.129], [-1.435, -0.558, 2.475], [-0.553, 3.933, 2.545], [-1.254, -3.173, -3.019], [4.208, -3.383, -0.094], [0.794, 0.083, 1.235], [-0.774, 0.171, -2.159], [-1.619, -3.387, 1.133], [3.027, -3.192, -2.918], [-0.461, 3.559, 0.616], [3.741, -4.737, -1.037], [-1.645, -2.537, -2.327], [-1.209, -1.475, 1.867], [-0.185, -1.204, 1.096], [-2.219, 3.729, 1.928], [1.653, -2.055, -0.174], [2.363, -0.808, -0.293], [1.322, -3.669, -1.210], [0.187, 1.007, -2.069], [-2.108, -3.070, 2.745], [3.507, -1.691, -1.842], [-1.979, -2.627, 1.831], [-0.293, 4.603, 0.094], [-0.733, 2.237, -0.296], [0.171, -1.157, -3.159], [5.149, -3.795, -1.623]],
  "lowdin_charge": [-0.088, -0.161, 0.085, -0.139, -0.085, 0.095, -0.007, 0.994, 0.008, 0.135, -0.774, 0.161, -0.385, -0.339, 0.053, 0.070, 0.165, 0.153, -0.096, 0.093, -0.420, 0.013, 0.088, 0.078, -0.052, 0.089, 0.018, 0.027, 0.161, -0.001, 0.026, 0.064, 0.115, -0.222, 0.117, 0.140, -0.389, 0.000, 0.095, 0.055, -0.096, 0.126, -0.393, 0.166, 0.123, -0.089, 0.080, 0.093, -0.132, 0.142, -0.194, 0.113, 0.118]
}


Result set for maximum force: 5.3 6.5 0.5 7.5 17.9 eV Å⁻¹, one per record in the order listed.